No. 1
{"formula": "C6H9N", "method": "wB97M-V/def2-TZVPD", "total_energy_ev": -7854.99617, "e_above_lowest_ev": 3.163, "smiles": "CC#CCN1CC1", "multiplicity": 1, "total_charge": 0, "symbols": ["C", "C", "C", "C", "N", "C", "C", "H", "H", "H", "H", "H", "H", "H", "H", "H"], "positions_angstrom": [[-0.78203, -2.08439, -2.54874], [-0.09906, -1.21343, -1.59108], [0.46405, -0.49947, -0.80005], [1.13673, 0.32476, 0.21138], [0.30468, 1.44436, 0.64157], [0.39935, 1.77831, 2.05143], [-0.80074, 1.09373, 1.51067], [-0.40355, -3.10957, -2.48102], [-0.63505, -1.73592, -3.57583], [-1.85861, -2.11020, -2.35151], [1.41572, -0.32700, 1.06021], [2.06859, 0.73465, -0.19547], [0.37686, 2.83763, 2.29453], [1.07052, 1.18055, 2.67034], [-0.93509, 0.04162, 1.76387], [-1.72236, 1.64438, 1.33971]], "forces_ev_per_a": [[-0.041, -0.041, -0.061], [0.244, 0.310, 0.341], [-0.242, -0.327, -0.329], [0.126, -0.105, -0.008], [0.040, -0.012, -0.121], [0.125, 0.115, 0.226], [-0.250, -0.104, 0.059], [-0.042, 0.158, 0.003], [-0.007, -0.032, 0.153], [0.159, 0.019, -0.015], [-0.080, 0.091, -0.103], [-0.131, -0.075, 0.045], [-0.018, -0.167, -0.061], [-0.097, 0.096, -0.126], [0.057, 0.155, -0.049], [0.157, -0.083, 0.045]], "mulliken_charge": [-1.296, 0.871, -0.182, -0.747, -0.340, -0.456, -0.253, 0.297, 0.289, 0.294, 0.258, 0.345, 0.234, 0.219, 0.227, 0.239]}

No. 2
{"formula": "C3H8O2", "method": "wB97M-V/def2-TZVPD", "total_energy_ev": -7331.83283, "e_above_lowest_ev": 4.218, "smiles": "COCOC", "multiplicity": 1, "total_charge": 0, "symbols": ["C", "C", "C", "H", "H", "H", "H", "H", "H", "H", "H", "O", "O"], "positions_angstrom": [[1.14824, -1.19425, 1.20471], [-0.86486, -0.15833, 0.24578], [-0.21505, 1.07719, -1.60797], [1.48750, -1.48342, 0.10298], [0.52077, -1.86984, 1.97789], [1.87265, -0.60273, 1.75441], [-1.54310, 0.82222, 0.54009], [-1.51243, -0.95479, 0.46484], [0.73630, 1.29217, -0.93075], [-0.77130, 2.12280, -1.28613], [-0.31999, 1.03607, -2.67945], [0.12796, 0.05517, 1.32177], [-0.66670, -0.14225, -1.10817]], "forces_ev_per_a": [[-2.685, 1.897, 1.600], [-2.614, 5.148, 3.249], [0.977, 3.303, 3.205], [-1.211, 0.451, 2.599], [2.098, 0.573, -2.450], [0.990, -1.081, -0.080], [1.224, -2.035, -0.937], [-0.241, -1.721, 0.313], [-0.863, -0.257, -2.689], [0.128, -2.789, -0.455], [1.118, 0.013, -0.274], [0.899, -3.111, -4.322], [0.180, -0.392, 0.240]], "mulliken_charge": [-0.579, -0.354, -0.577, 0.251, 0.287, 0.233, 0.253, 0.380, 0.261, 0.226, 0.270, -0.346, -0.306]}

No. 3
{"formula": "C4H6N2", "method": "wB97M-V/def2-TZVPD", "total_energy_ev": -7220.49485, "e_above_lowest_ev": 5.096, "multiplicity": 1, "total_charge": 0, "symbols": ["C", "C", "C", "N", "N", "C", "H", "H", "H", "H", "H", "H"], "positions_angstrom": [[0.89738, -1.02910, -1.30341], [0.28890, -0.24318, -0.27526], [-0.67639, 0.83225, -0.35138], [-0.80010, 1.35613, 0.90394], [-0.06787, 0.70425, 1.82043], [0.59149, -0.21726, 1.17532], [1.36770, -1.96117, -1.01556], [-0.70141, -0.85279, -0.34489], [0.54859, -0.92359, -2.32381], [-1.22582, 1.20228, -1.20390], [-1.49880, 2.00646, 1.22345], [1.27633, -0.87429, 1.69508]], "forces_ev_per_a": [[0.136, -0.094, -0.165], [-0.038, 0.174, 0.186], [0.035, 0.078, 0.081], [-0.160, 0.108, -0.160], [0.221, -0.246, -0.208], [-0.072, 0.021, 0.092], [-0.049, 0.125, -0.020], [-0.175, -0.123, 0.064], [0.036, -0.011, 0.125], [0.070, -0.045, 0.129], [0.094, -0.088, -0.057], [-0.098, 0.101, -0.067]], "mulliken_charge": [-1.092, 0.738, -0.687, 0.179, -0.697, -0.365, 0.239, 0.272, 0.285, 0.469, 0.236, 0.423]}

No. 4
{"formula": "C41H36GeN2O3S2Ta", "method": "wB97M-V/def2-TZVPD", "total_energy_ev": -131950.37704, "e_above_lowest_ev": 0.000, "multiplicity": 2, "total_charge": 2, "symbols": ["Ta", "C", "C", "N", "N", "C", "S", "S", "C", "C", "C", "C", "C", "C", "C", "C", "C", "C", "C", "C", "C", "O", "H", "H", "H", "H", "H", "H", "H", "H", "H", "H", "H", "H", "H", "H", "C", "C", "O", "C", "C", "C", "C", "C", "C", "O", "H", "H", "H", "H", "H", "H", "H", "C", "Ge", "C", "C", "C", "C", "C", "C", "C", "C", "C", "C", "C", "C", "C", "C", "C", "C", "H", "H", "H", "H", "H", "H", "H", "H", "H", "H", "H", "H", "H", "H", "H"], "positions_angstrom": [[0.12877, -0.19131, 0.03993], [0.40580, -1.92539, -4.22721], [0.32599, -0.91665, -3.12278], [0.06069, -1.32191, -1.89310], [-0.13068, -2.70654, -1.86154], [-0.58978, -3.17965, -0.76567], [-1.02394, -2.23674, 0.64305], [-0.93937, -4.87720, -0.60642], [-0.09620, -5.51455, -2.06900], [-0.86706, -5.37358, -3.34742], [-1.87584, -4.43236, -3.50286], [-2.52962, -4.29911, -4.71529], [-2.18159, -5.10588, -5.79035], [-1.17463, -6.05357, -5.64015], [-0.52478, -6.18701, -4.42462], [0.57347, 0.48986, -3.46337], [0.72649, 0.91689, -4.79504], [1.05783, 2.22569, -5.09514], [1.27102, 3.15439, -4.08130], [1.09958, 2.79300, -2.75755], [0.72894, 1.48297, -2.48089], [0.51921, 1.13665, -1.19398], [0.94436, -2.80697, -3.88692], [0.88718, -1.53147, -5.11205], [-0.59606, -2.27922, -4.48099], [0.10981, -6.56432, -1.84498], [0.86387, -4.99925, -2.12858], [-2.15713, -3.80117, -2.66450], [-3.32212, -3.56742, -4.82477], [-2.69850, -5.00766, -6.73405], [-0.90261, -6.69437, -6.46609], [0.25181, -6.93256, -4.31299], [0.58264, 0.22869, -5.61261], [1.16537, 2.52071, -6.12683], [1.57030, 4.16358, -4.32579], [1.23390, 3.49554, -1.94953], [1.48948, 1.45525, 3.75052], [1.67747, 0.52908, 2.60397], [0.64442, 0.42717, 1.82120], [2.83859, -0.19704, 2.31401], [3.97765, -0.11662, 3.17798], [5.11259, -0.81579, 2.90589], [5.16071, -1.62644, 1.75020], [4.09758, -1.73232, 0.89264], [2.90762, -1.01941, 1.14507], [1.91697, -1.12970, 0.29949], [0.49749, 1.89411, 3.71030], [2.24026, 2.24588, 3.72490], [1.60700, 0.92181, 4.69437], [3.92123, 0.50734, 4.05745], [5.96926, -0.76030, 3.56068], [6.06670, -2.17575, 1.53633], [4.13671, -2.35235, 0.00950], [-1.96097, 3.02239, 0.42985], [-2.26623, 1.09254, 0.20721], [-3.61454, 0.52825, 1.49523], [-3.25928, -0.22717, 2.60984], [-4.21065, -0.62646, 3.53615], [-5.53649, -0.27566, 3.35513], [-5.90694, 0.48006, 2.25170], [-4.95162, 0.87622, 1.33328], [-2.98392, 0.82073, -1.62476], [-2.87014, 1.88111, -2.54016], [-3.30131, 1.78352, -3.85011], [-3.83496, 0.59008, -4.32174], [-3.96735, -0.51294, -3.46783], [-4.52682, -1.71384, -3.93625], [-4.68213, -2.79978, -3.08931], [-4.30043, -2.69472, -1.75847], [-3.75471, -1.51133, -1.26505], [-3.55374, -0.40087, -2.10094], [-2.90076, 3.57074, 0.36349], [-1.26194, 3.42917, -0.29903], [-1.54991, 3.18839, 1.42549], [-2.22343, -0.50988, 2.77140], [-3.91870, -1.21098, 4.39625], [-6.28125, -0.58605, 4.07361], [-6.94053, 0.76054, 2.11272], [-5.26514, 1.46942, 0.48213], [-2.44170, 2.81582, -2.20142], [-3.22840, 2.63048, -4.51632], [-4.15534, 0.51257, -5.35110], [-4.85136, -1.78160, -4.96533], [-5.11637, -3.71542, -3.46407], [-4.43575, -3.52749, -1.08289], [-3.50921, -1.44922, -0.21629]], "forces_ev_per_a": [[0.439, -1.371, -0.788], [-0.004, -0.026, 0.067], [0.034, 0.152, 0.012], [0.153, -0.077, -0.231], [0.124, 0.104, 0.382], [-0.007, -0.103, -0.200], [-0.340, 0.275, 0.100], [0.294, 0.105, 0.271], [0.012, -0.096, 0.127], [-0.040, -0.027, -0.274], [-0.133, -0.046, 0.071], [0.022, -0.125, -0.271], [0.121, -0.075, 0.022], [-0.156, 0.132, -0.065], [-0.048, 0.112, 0.054], [0.072, 0.291, 0.173], [0.021, 0.123, 0.056], [-0.059, -0.140, 0.055], [-0.004, 0.010, 0.015], [-0.178, -0.385, -0.210], [-0.117, -0.003, -0.102], [0.388, 0.252, 0.078], [-0.004, 0.028, 0.006], [-0.009, -0.007, 0.025], [-0.014, -0.014, -0.003], [-0.069, 0.075, 0.003], [-0.004, -0.014, 0.012], [0.021, -0.186, -0.247], [0.260, -0.216, -0.140], [-0.008, -0.005, -0.057], [-0.008, -0.028, -0.049], [0.038, -0.034, 0.025], [0.005, 0.015, 0.000], [0.031, 0.023, -0.083], [-0.019, 0.044, -0.021], [0.017, 0.017, 0.077], [0.135, -0.052, 0.100], [-0.187, -0.108, -0.199], [0.028, 0.649, 0.477], [0.153, 0.027, 0.135], [-0.117, -0.052, -0.136], [-0.113, 0.026, -0.032], [-0.001, 0.057, 0.068], [-0.346, 0.173, 0.029], [0.525, -0.235, 0.257], [-0.341, 0.447, -0.247], [-0.008, -0.008, -0.015], [0.029, 0.003, 0.015], [0.031, -0.015, 0.032], [0.010, 0.028, 0.053], [0.005, 0.020, 0.016], [0.039, -0.050, -0.019], [0.022, -0.030, -0.034], [-0.062, -0.010, -0.085], [-0.365, 0.122, 0.366], [0.164, -0.181, 0.013], [0.171, -0.022, 0.014], [0.042, -0.023, 0.031], [-0.104, 0.027, -0.008], [-0.053, -0.070, 0.124], [-0.096, 0.151, -0.226], [-0.103, -0.260, 0.096], [0.179, 0.195, -0.152], [0.084, 0.154, 0.075], [0.001, -0.049, 0.012], [0.101, -0.035, 0.282], [-0.076, 0.169, 0.138], [-0.242, 0.027, 0.412], [-0.135, -0.046, -0.139], [-0.016, 0.197, -0.110], [-0.076, -0.063, -0.131], [-0.019, -0.005, 0.006], [0.053, 0.000, -0.026], [-0.002, -0.012, 0.011], [0.008, -0.005, -0.007], [0.034, -0.036, 0.055], [-0.040, -0.012, 0.030], [-0.067, 0.029, -0.021], [0.003, 0.030, -0.061], [-0.005, 0.039, -0.029], [0.031, 0.083, -0.001], [-0.048, -0.035, -0.077], [-0.015, 0.036, -0.091], [-0.018, -0.030, 0.054], [-0.028, -0.075, -0.012], [0.005, 0.052, 0.065]], "mulliken_charge": [0.872, -1.678, 1.100, 0.474, -0.623, 0.682, -0.608, -0.100, -0.964, 0.181, 1.457, 0.027, -0.982, -0.623, -0.794, 0.685, -1.231, -1.139, -0.593, -0.912, 0.747, -0.056, 0.314, 0.611, 0.170, 0.622, 0.322, -0.557, 0.142, 0.459, 0.409, 0.461, 0.372, 0.468, 0.476, 0.540, -1.849, 1.106, -0.248, 0.787, -0.728, -0.961, -0.393, -1.118, 0.485, -0.062, 0.277, 0.430, 0.445, 0.466, 0.437, 0.453, 0.478, -1.402, 1.273, 0.112, 0.346, -0.823, -0.496, -0.778, -0.086, 0.404, -0.693, -1.030, -0.963, 1.245, -0.386, -0.765, -0.952, -0.612, 0.444, 0.461, 0.387, 0.346, 0.242, 0.441, 0.406, 0.433, 0.396, 0.476, 0.492, 0.497, 0.551, 0.387, 0.464, 0.446]}